# 1
14
Properties=species:S:1:pos:R:3 method="wB97M-V/def2-TZVPD" e_lumo_ev=0.67 relative_energy_kcal_mol=79.0 smiles="C=CCCN" max_force_ev_per_a=2.9 charge=0
C -1.033 -1.212 1.676
C -0.658 -0.024 1.211
C -0.564 0.753 -0.035
C 0.795 0.646 -0.814
N 1.187 -0.653 -1.415
H -0.640 -2.082 1.235
H -1.518 -1.282 2.591
H 0.004 0.439 1.907
H -0.602 1.890 0.143
H -1.528 0.610 -0.629
H 0.638 1.314 -1.705
H 1.582 0.979 -0.117
H 0.417 -1.027 -2.045
H 1.921 -0.350 -2.004



# 2
13
Properties=species:S:1:pos:R:3 method="wB97M-V/def2-TZVPD" e_lumo_ev=1.03 relative_energy_kcal_mol=98.8 smiles=COn1cccn1 max_force_ev_per_a=3.3 charge=0
C 1.375 -0.621 -1.595
O 0.306 -1.350 -0.948
N -0.222 -0.362 -0.108
C -0.090 -0.383 1.205
C -0.907 0.641 1.700
C -1.638 1.135 0.519
N -1.144 0.469 -0.543
H 2.286 -0.626 -0.761
H 1.007 0.474 -1.891
H 1.566 -1.278 -2.444
H 0.659 -1.138 1.649
H -0.774 1.094 2.674
H -2.424 1.946 0.545



# 3
14
Properties=species:S:1:pos:R:3 method="wB97M-V/def2-TZVPD" e_lumo_ev=0.87 relative_energy_kcal_mol=111.2 max_force_ev_per_a=2.4 charge=0
C -1.316 -0.666 0.446
C -0.344 0.966 -0.242
O 0.347 1.432 0.852
C 1.165 0.255 0.726
C 0.926 0.343 -0.803
O 0.861 -0.761 -1.631
H -1.090 -1.687 0.885
H -1.927 -0.202 1.218
H -1.888 -0.893 -0.440
H -1.053 1.679 -0.691
H 0.378 -0.545 0.957
H 2.136 0.351 1.219
H 1.625 1.064 -1.241
H 0.181 -1.337 -1.255



# 4
61
Properties=species:S:1:pos:R:3 method="wB97M-V/def2-TZVPD" e_lumo_ev="4.74 / 4.73" relative_energy_kcal_mol=0.0 multiplicity=6 max_force_ev_per_a=0.4 charge=-2
Mn 0.307 -0.212 0.204
N -0.875 1.045 -4.212
C -0.265 0.850 -2.962
S -1.116 1.448 -1.593
N 0.861 0.212 -3.019
N 1.459 -0.003 -1.780
C 2.623 -0.527 -1.886
C 3.564 -0.782 -0.813
C 4.732 -1.474 -1.151
C 5.740 -1.719 -0.239
C 5.572 -1.232 1.063
C 4.446 -0.536 1.427
C 3.378 -0.284 0.515
O 2.345 0.373 0.882
H -1.477 1.853 -4.220
H -0.204 1.017 -4.967
H 2.973 -0.771 -2.893
H 4.831 -1.829 -2.173
H 6.627 -2.273 -0.519
H 6.345 -1.413 1.806
H 4.312 -0.170 2.438
N 0.044 1.884 1.512
C -0.677 1.662 2.756
C -0.674 0.186 3.180
O -1.026 -0.067 4.355
N -0.298 -0.648 2.238
C -0.156 -2.039 2.603
C 0.308 -2.913 1.421
O 0.363 -4.134 1.605
O 0.581 -2.312 0.323
H 1.048 1.774 1.629
H -0.154 2.778 1.087
H -1.721 1.965 2.618
H -0.297 2.237 3.609
H -1.081 -2.474 2.998
H 0.587 -2.160 3.402
C -3.821 -0.742 -3.317
C -2.815 -1.797 -2.912
O -3.137 -2.375 -1.641
P -2.461 -1.656 -0.334
O -2.540 -2.882 0.700
C -3.665 -3.721 0.912
C -3.433 -4.458 2.214
O -3.783 -0.768 0.103
C -3.501 0.222 1.101
C -4.759 1.028 1.332
H -3.555 -0.357 -4.304
H -3.801 0.093 -2.618
H -4.829 -1.161 -3.352
H -1.806 -1.374 -2.886
H -2.813 -2.625 -3.626
H -3.749 -4.417 0.073
H -4.578 -3.117 0.943
H -2.442 -4.913 2.198
H -4.188 -5.235 2.362
H -3.470 -3.768 3.057
H -2.686 0.862 0.748
H -3.161 -0.258 2.024
H -5.088 1.490 0.400
H -4.576 1.815 2.066
H -5.563 0.390 1.705



# 5
101
Properties=species:S:1:pos:R:3 method="wB97M-V/def2-TZVPD" e_lumo_ev="-4.40 / -9.02" relative_energy_kcal_mol=24.8 multiplicity=2 max_force_ev_per_a=2.3 charge=+2
Ir -0.563 -0.860 0.571
C 0.360 2.357 4.678
C -0.195 1.392 3.628
C -1.192 2.157 2.767
C 0.938 0.686 2.911
C 2.269 0.752 3.333
C 2.958 -0.169 2.575
N 2.099 -0.743 1.739
N 0.857 -0.252 1.932
B 2.262 -2.029 0.914
N 1.158 -3.002 1.406
C 1.303 -4.233 1.887
C 0.051 -4.755 2.136
C -0.859 -3.768 1.766
N -0.170 -2.695 1.319
C -2.347 -3.924 1.836
C -2.943 -4.104 0.429
C -2.747 -5.109 2.714
N 1.961 -1.772 -0.564
C 2.681 -2.110 -1.633
C 1.869 -2.050 -2.740
C 0.601 -1.692 -2.274
N 0.677 -1.537 -0.932
C -0.607 -1.641 -3.164
C -0.637 -2.873 -4.073
C -0.614 -0.353 -3.991
H -0.464 2.877 5.164
H 0.929 1.849 5.454
H 1.004 3.107 4.214
H -0.728 0.597 4.162
H -0.781 3.127 2.488
H -1.464 1.622 1.869
H -2.106 2.340 3.331
H 2.664 1.365 4.120
H 3.992 -0.470 2.593
H 3.354 -2.483 1.060
H 2.285 -4.653 2.022
H -0.181 -5.721 2.543
H -2.722 -3.021 2.312
H -2.450 -4.935 -0.077
H -4.000 -4.374 0.494
H -2.824 -3.221 -0.204
H -2.482 -6.056 2.242
H -2.278 -5.068 3.696
H -3.827 -5.108 2.858
H 3.714 -2.398 -1.525
H 2.134 -2.273 -3.758
H -1.498 -1.659 -2.543
H 0.168 -2.848 -4.810
H -0.545 -3.797 -3.504
H -1.579 -2.896 -4.620
H 0.350 -0.198 -4.483
H -1.384 -0.407 -4.760
H -0.839 0.509 -3.367
C -5.494 0.201 -0.140
C -4.099 0.546 0.357
O -3.939 1.929 0.660
P -3.620 -0.425 1.838
O -4.535 -1.708 1.871
O -4.184 0.440 3.021
O -2.148 -0.735 2.001
P -2.821 0.230 -0.932
O -1.603 1.100 -0.269
O -3.216 0.673 -2.263
O -2.223 -1.164 -0.645
H -6.237 0.312 0.652
H -5.541 -0.823 -0.511
H -5.727 0.869 -0.968
H -4.764 2.280 1.017
H -4.251 -2.452 1.312
H -4.107 0.062 3.912
H -1.874 2.013 -0.073
C 3.269 4.561 -0.564
N 2.286 3.517 -0.310
C 1.115 3.972 0.419
P 2.124 2.155 -1.277
O 1.163 1.206 -0.678
N 1.528 2.776 -2.729
C 0.093 2.984 -2.843
C 2.319 3.616 -3.614
N 3.668 1.732 -1.624
C 3.995 0.972 -2.831
C 4.619 1.529 -0.531
H 3.628 4.949 0.392
H 2.815 5.392 -1.113
H 4.111 4.169 -1.125
H 1.414 4.295 1.419
H 0.406 3.154 0.506
H 0.652 4.826 -0.088
H -0.435 2.350 -2.136
H -0.227 2.734 -3.857
H -0.149 4.038 -2.666
H 3.381 3.454 -3.459
H 2.079 4.671 -3.449
H 2.066 3.375 -4.649
H 3.152 0.950 -3.519
H 4.246 -0.054 -2.569
H 4.854 1.424 -3.333
H 4.234 1.946 0.399
H 5.569 2.013 -0.769
H 4.796 0.463 -0.385



# 6
10
Properties=species:S:1:pos:R:3 method="wB97M-V/def2-TZVPD" e_lumo_ev=-0.02 relative_energy_kcal_mol=58.1 max_force_ev_per_a=3.8 charge=0
C -1.348 0.717 -0.663
N -1.280 -0.592 -0.100
N -0.305 -1.204 0.183
P 1.438 -0.545 0.594
S 2.497 1.095 0.430
H -2.341 0.795 -1.264
H -0.499 1.002 -1.375
H -1.389 1.540 0.213
H 1.934 -1.582 0.036
H 1.293 -1.226 1.945



# 7
15
Properties=species:S:1:pos:R:3 method="wB97M-V/def2-TZVPD" e_lumo_ev=0.85 relative_energy_kcal_mol=14.8 smiles=CSC.O.O max_force_ev_per_a=1.7 charge=0
C 2.122 -1.727 1.169
S 0.614 -1.630 0.248
C -0.542 -2.810 0.868
H 2.055 -1.197 2.117
H 2.916 -1.397 0.517
H 2.359 -2.755 1.459
H -1.299 -2.995 0.107
H -0.156 -3.838 0.928
H -0.979 -2.544 1.824
O -2.038 5.004 -0.195
H -2.191 4.732 -1.098
H -2.367 5.890 -0.058
O -0.401 1.822 -2.242
H 0.096 2.226 -1.521
H -0.590 0.887 -2.171



# 8
67
Properties=species:S:1:pos:R:3 method="wB97M-V/def2-TZVPD" e_lumo_ev=0.08 relative_energy_kcal_mol=0.0 smiles="CCC1=C2CC[C@H]3C(=O)N(CC)C(=O)[C@H]3[C@H]2[C@@]2(Cc3ccccc3)/C(=N/CCOC)OC(=O)N2C1=O" max_force_ev_per_a=0.8 charge=0
C 3.580 2.871 1.932
C 3.797 1.461 1.380
C 2.487 0.801 1.054
C 1.784 1.038 -0.062
C 2.269 1.879 -1.206
C 1.705 1.362 -2.535
C 1.596 -0.164 -2.511
C 2.945 -0.817 -2.235
O 4.000 -0.552 -2.744
N 2.745 -1.815 -1.306
C 3.793 -2.728 -0.885
C 4.684 -2.111 0.185
C 1.457 -1.884 -0.834
O 1.039 -2.737 -0.095
C 0.683 -0.710 -1.407
C 0.459 0.382 -0.336
C -0.187 -0.072 0.969
C -0.812 1.149 1.712
C -1.938 1.788 0.957
C -1.701 2.855 0.097
C -2.736 3.426 -0.623
C -4.024 2.939 -0.486
C -4.274 1.894 0.386
C -3.238 1.323 1.103
C -1.207 -1.177 0.846
N -2.099 -1.218 -0.025
C -3.042 -2.300 -0.102
C -4.448 -1.736 -0.300
O -5.285 -2.770 -0.757
C -6.612 -2.355 -0.944
O -0.973 -2.084 1.843
C 0.235 -1.848 2.434
O 0.692 -2.529 3.287
N 0.765 -0.692 1.868
C 2.062 -0.230 2.038
O 2.804 -0.684 2.872
H 4.537 3.325 2.178
H 2.977 2.833 2.836
H 3.076 3.502 1.204
H 4.301 0.856 2.135
H 4.435 1.510 0.495
H 3.359 1.858 -1.240
H 1.972 2.921 -1.062
H 2.370 1.656 -3.347
H 0.719 1.784 -2.736
H 1.266 -0.514 -3.494
H 3.298 -3.623 -0.504
H 4.385 -2.975 -1.771
H 5.475 -2.810 0.441
H 5.135 -1.194 -0.186
H 4.115 -1.893 1.085
H -0.292 -1.049 -1.763
H -0.224 1.110 -0.782
H -0.009 1.870 1.882
H -1.168 0.799 2.684
H -0.702 3.260 0.007
H -2.537 4.255 -1.286
H -4.833 3.384 -1.047
H -5.282 1.525 0.511
H -3.440 0.518 1.793
H -3.010 -2.962 0.768
H -2.793 -2.886 -0.992
H -4.832 -1.325 0.646
H -4.405 -0.915 -1.034
H -6.678 -1.552 -1.689
H -7.163 -3.224 -1.298
H -7.056 -1.999 -0.005



# 9
74
Properties=species:S:1:pos:R:3 method="wB97M-V/def2-TZVPD" e_lumo_ev="2.44 / 1.73" relative_energy_kcal_mol=5.3 multiplicity=2 max_force_ev_per_a=0.4 charge=-1
Cu -0.313 0.468 0.504
C -2.046 2.718 -1.975
N -0.621 2.707 -2.256
C -0.039 2.653 -3.500
C 1.297 2.606 -3.296
N 1.533 2.637 -1.944
B 3.013 2.594 -1.411
N 3.121 2.028 0.028
C 3.829 2.666 1.022
C 3.900 1.846 2.092
N 3.228 0.697 1.746
C 3.138 -0.495 2.566
C 2.743 0.828 0.491
S 1.748 -0.350 -0.291
C 0.354 2.698 -1.315
S 0.037 2.757 0.380
H -2.572 2.546 -2.912
H -2.341 3.681 -1.559
H -2.277 1.925 -1.263
H -0.624 2.635 -4.401
H 2.109 2.534 -3.996
H 3.620 1.889 -2.183
H 3.456 3.720 -1.384
H 4.199 3.665 0.881
H 4.311 1.984 3.075
H 3.122 -0.200 3.611
H 3.992 -1.147 2.370
H 2.229 -1.030 2.314
C -4.006 -0.730 1.133
C -3.085 0.485 1.143
C -3.872 1.773 0.916
O -2.104 0.327 0.152
H -4.764 -0.652 1.917
H -3.430 -1.642 1.288
H -4.509 -0.802 0.165
H -2.621 0.555 2.133
H -4.404 1.723 -0.040
H -3.193 2.627 0.895
H -4.607 1.933 1.709
C -0.895 -4.880 2.168
N -0.275 -5.209 0.893
C -0.824 -6.445 0.345
C -0.125 -4.165 -0.018
S -0.890 -2.707 0.151
N 0.725 -4.434 -1.044
C 1.768 -5.436 -0.963
C 0.865 -3.503 -2.149
H -0.728 -5.720 2.845
H -1.973 -4.708 2.063
H -0.453 -3.980 2.587
H -1.916 -6.374 0.256
H -0.585 -7.278 1.008
H -0.416 -6.659 -0.639
H 1.782 -5.881 0.028
H 2.734 -4.960 -1.149
H 1.629 -6.224 -1.712
H -0.067 -2.970 -2.303
H 1.128 -4.067 -3.046
H 1.646 -2.763 -1.947
F -1.733 -0.903 5.966
C -1.770 -0.547 4.676
F -2.564 -1.410 4.034
F -2.306 0.667 4.588
S -0.064 -0.608 3.943
O -0.116 0.293 2.812
O 0.144 -2.002 3.695
N 0.892 -0.144 5.083
S 1.192 1.356 5.479
O 2.446 1.819 4.953
O 0.062 2.234 5.462
C 1.544 1.059 7.266
F 0.485 0.551 7.897
F 1.854 2.229 7.843
F 2.576 0.228 7.436



# 10
16
Properties=species:S:1:pos:R:3 method="wB97M-V/def2-TZVPD" e_lumo_ev=0.54 relative_energy_kcal_mol=47.1 smiles=C[C@@H](O)[C@@H](C)C#N max_force_ev_per_a=5.5 charge=0
C 0.920 0.206 -1.339
C 0.847 0.503 0.164
O 0.466 1.956 0.287
C -0.140 -0.374 0.924
C -1.637 -0.150 0.550
C 0.254 -1.800 0.780
N 0.644 -2.876 0.608
H 1.196 -0.842 -1.465
H 1.685 0.784 -1.887
H -0.035 0.352 -1.869
H 1.896 0.277 0.509
H -0.048 2.414 -0.640
H -0.037 -0.151 1.994
H -2.296 -0.402 1.395
H -1.946 -0.772 -0.297
H -1.777 0.892 0.315



# 11
43
Properties=species:S:1:pos:R:3 method="wB97M-V/def2-TZVPD" e_lumo_ev=1.12 max_force_ev_per_a=3.2 charge=-1
O -2.719 1.846 1.900
C -2.274 1.044 1.103
O -1.145 0.336 1.459
C -3.028 0.843 -0.249
C -3.836 -0.505 -0.181
C -3.017 -1.778 -0.620
C -2.021 -1.617 -1.789
C -0.639 -2.117 -1.718
C 0.308 -1.997 -2.848
C -0.109 -1.420 -4.134
C -1.475 -0.925 -4.187
C -2.405 -0.979 -3.039
C -3.671 -0.265 -3.540
O -4.480 0.404 -2.943
N -3.696 -0.341 -4.982
C -2.283 -0.320 -5.363
O -1.817 -0.046 -6.436
H -0.485 0.965 1.845
H -2.388 0.959 -1.155
H -3.789 1.670 -0.295
H -4.818 -0.487 -0.719
H -4.114 -0.657 0.904
H -2.465 -2.182 0.275
H -3.722 -2.608 -0.930
H -0.238 -2.607 -0.801
H 1.336 -2.412 -2.735
H 0.547 -1.351 -5.025
H -3.965 0.626 -5.229
C 6.417 0.709 4.621
F 7.478 -0.078 4.862
F 5.874 1.009 5.817
F 6.895 1.867 4.124
S 5.207 -0.076 3.493
O 4.784 -1.266 4.188
O 5.944 -0.307 2.276
N 4.172 1.127 3.470
S 2.901 0.879 2.559
O 1.961 -0.112 3.025
O 3.128 0.881 1.135
C 2.081 2.483 2.893
F 2.843 3.529 2.527
F 1.818 2.657 4.200
F 0.902 2.619 2.242



# 12
16
Properties=species:S:1:pos:R:3 method="wB97M-V/def2-TZVPD" e_lumo_ev=1.10 relative_energy_kcal_mol=32.6 smiles=CC.CC max_force_ev_per_a=4.4 charge=0
C -1.255 -1.608 -0.016
C -2.764 -1.667 0.066
H -1.001 -1.404 -1.058
H -0.786 -0.568 0.365
H -0.784 -2.502 0.323
H -3.219 -1.280 0.869
H -2.942 -2.781 -0.028
H -3.262 -1.110 -0.674
C 2.309 1.366 0.664
C 1.726 1.841 -0.669
H 3.152 0.686 0.567
H 2.659 2.311 1.155
H 1.482 1.019 1.241
H 2.505 2.046 -1.276
H 1.044 2.757 -0.395
H 1.060 1.235 -1.361